Version A
Formula: C6H18N3
Source: the Open Molecules 2025 dataset
Level of theory: ωB97M-V/def2-TZVPD

Output
* molecular weight: 132.2 g/mol

The geometry in ORCA input format:
```
! wB97M-V def2-TZVPD RIJCOSX def2/J DEFGRID3
* xyz 1 1
C 1.00 -1.52 -0.39
C 2.30 -0.71 -0.25
C 0.60 -1.66 -1.85
C 1.02 -2.78 0.50
H 0.30 -0.84 0.12
H 2.73 -0.80 0.76
H 2.08 0.36 -0.25
H 1.32 -2.31 -2.34
H -0.37 -2.16 -1.92
H 0.54 -0.68 -2.31
H 0.89 -3.71 -0.04
H 1.92 -2.76 1.09
H 0.14 -2.73 1.15
H 3.16 -1.08 -0.80
C 0.37 2.76 0.12
C -1.38 1.05 0.48
N -0.65 1.81 -0.32
N -1.07 0.71 1.73
N -2.49 0.55 -0.09
H -0.55 1.48 -1.27
H -0.11 0.62 2.02
H -1.81 0.65 2.40
H -3.22 1.13 -0.48
H -2.86 -0.31 0.30
H 1.35 2.28 0.15
H 0.14 3.17 1.09
H 0.45 3.54 -0.65
*
```

---

Version B
Formula: C6H18N3
Source: the Open Molecules 2025 dataset
Level of theory: ωB97M-V/def2-TZVPD

Output
* molecular weight: 132.2 g/mol

The geometry in ORCA input format:
```
! wB97M-V def2-TZVPD RIJCOSX def2/J DEFGRID3
* xyz 1 1
C 1.08 3.20 0.66
C 0.86 2.62 2.05
C 0.37 1.24 -0.82
N 0.35 2.50 -0.43
N 1.16 0.35 -0.23
N -0.51 0.82 -1.75
H 0.67 4.20 0.58
H 2.15 3.23 0.44
H 0.03 3.08 2.59
H 1.71 2.75 2.73
H -0.32 3.10 -0.90
H 1.88 0.68 0.40
H 1.11 -0.59 -0.59
H -1.44 1.20 -1.70
H -0.42 0.01 -2.33
H 0.71 1.54 2.00
C -0.80 -2.85 0.25
C -0.28 -3.69 -0.94
C -2.02 -3.47 0.93
H -0.01 -2.74 0.99
H -1.06 -1.88 -0.20
H -1.11 -4.15 -1.46
H -2.56 -4.06 0.19
H -1.72 -4.12 1.76
H 0.29 -4.52 -0.51
H 0.34 -3.15 -1.64
H -2.65 -2.74 1.44
*
```

---

Unit: eV. Relative energies: version A 0.430; version B 0.000.

---

Version A
Formula: C4H12OP
Source: the Open Molecules 2025 dataset
Level of theory: ωB97M-V/def2-TZVPD

Output
* molecular weight: 107.1 g/mol

The geometry in ORCA input format:
```
! wB97M-V def2-TZVPD RIJCOSX def2/J DEFGRID3
* xyz 1 1
C -1.91 -1.75 -0.02
C 0.85 1.27 1.11
C 0.03 2.00 -0.99
C 1.20 -0.04 -0.89
O 1.13 1.26 -0.24
P 1.33 -1.53 -0.13
H -2.36 -1.14 0.79
H -1.36 -2.55 0.56
H -1.09 -1.34 -0.54
H 0.36 2.26 1.42
H 0.17 0.60 1.51
H 1.82 1.23 1.70
H -0.85 1.92 -0.30
H 0.39 3.05 -0.98
H -0.14 1.53 -2.02
H -2.60 -2.15 -0.83
H 1.42 -2.30 1.04
H 1.61 -2.32 -1.20
*
```

---

Version B
Formula: C4H12OP
Source: the Open Molecules 2025 dataset
Level of theory: ωB97M-V/def2-TZVPD

Output
* molecular weight: 107.1 g/mol

The geometry in ORCA input format:
```
! wB97M-V def2-TZVPD RIJCOSX def2/J DEFGRID3
* xyz 1 1
C 1.22 -1.92 0.88
C -0.76 0.72 -1.68
C -1.65 -0.21 0.28
C 0.43 0.75 0.61
O -0.54 0.61 -0.21
P 1.87 1.78 0.15
H 1.97 -2.17 0.15
H 1.37 -2.47 1.84
H 0.27 -2.38 0.56
H 0.33 0.94 -2.09
H -1.19 -0.18 -2.12
H -1.36 1.53 -1.92
H -1.56 -0.44 1.39
H -2.67 0.19 0.19
H -1.70 -1.07 -0.42
H 1.19 -0.75 0.98
H 0.88 2.69 -0.08
H 1.91 2.36 1.50
*
```

---

Unit: eV. Relative energies: version A 0.000; version B 0.230.

---

Version A
Formula: C24H27N3O5
Source: the Open Molecules 2025 dataset
Level of theory: ωB97M-V/def2-TZVPD

Output
* molecular weight: 437.5 g/mol

The geometry in ORCA input format:
```
! wB97M-V def2-TZVPD RIJCOSX def2/J DEFGRID3
* xyz 0 1
C 4.22 2.84 0.57
C 5.25 1.70 0.91
H 5.74 2.06 1.83
H 5.93 1.49 0.14
O 4.43 0.33 1.07
C 3.79 -0.31 0.28
C 2.94 -1.40 0.82
C 2.35 -2.05 -0.38
C 2.50 -1.84 -1.72
C 3.44 -0.91 -2.06
C 3.97 0.17 -1.12
H 4.57 0.85 -1.61
H 3.59 -0.89 -3.22
H 2.08 -2.42 -2.30
C 1.41 -3.10 0.11
C 0.01 -3.04 0.09
C -0.83 -4.03 0.67
O -0.63 -4.87 1.43
C -2.14 -3.24 0.19
O -3.36 -3.74 0.68
N -2.08 -2.26 -0.62
C -3.25 -1.46 -0.99
H -2.76 -0.90 -1.96
H -3.91 -2.27 -1.31
C -3.88 -0.45 -0.43
N -3.10 0.67 0.02
C -3.63 1.09 1.26
C -2.87 2.76 1.44
O -3.20 3.44 0.50
C -2.64 2.84 -0.73
C -3.39 1.67 -1.13
H -3.03 1.10 -2.12
H -4.44 1.81 -1.20
H -2.89 3.47 -1.62
H -1.62 2.62 -0.74
H -3.25 3.31 2.39
H -1.81 2.42 1.42
H -3.42 0.63 2.37
H -4.74 1.51 1.25
H -5.01 -0.33 -0.48
H -3.88 -1.22 0.93
C -0.79 -1.85 -0.55
C -0.34 -0.61 -0.24
C -0.33 -0.42 1.11
C 0.15 0.98 1.45
N 0.94 1.76 0.71
C 0.86 1.46 -0.54
C 0.42 0.25 -1.09
H 0.36 0.32 -2.29
H 1.07 2.41 -1.16
H 0.29 1.22 2.53
H -0.67 -0.95 1.73
H -0.27 -1.91 -1.97
O 1.97 -4.11 1.12
H 1.27 -4.66 1.46
H 2.94 -1.33 1.92
H 4.69 3.71 0.38
H 3.26 2.94 1.24
H 3.77 2.74 -0.48
*
```

---

Version B
Formula: C24H27N3O5
Source: the Open Molecules 2025 dataset
Level of theory: ωB97M-V/def2-TZVPD

Output
* SMILES string: COc1ccc(N2C[C@@H](C(=O)N3CCN(Cc4ccc5c(c4)OCO5)CC3)CC2=O)cc1
* molecular weight: 437.5 g/mol

The geometry in ORCA input format:
```
! wB97M-V def2-TZVPD RIJCOSX def2/J DEFGRID3
* xyz 0 1
C -0.92 -0.69 6.56
H -0.83 0.34 6.21
O -1.30 -1.56 5.53
C -0.47 -1.69 4.45
C -0.89 -2.57 3.46
C -0.13 -2.78 2.33
C 1.08 -2.11 2.15
C 1.50 -1.23 3.15
C 0.73 -1.02 4.28
H 1.10 -0.33 5.02
H 2.43 -0.71 3.04
N 1.85 -2.33 0.99
C 3.09 -1.83 0.74
O 3.76 -1.12 1.46
C 3.54 -2.30 -0.64
H 4.44 -2.91 -0.52
C 2.37 -3.11 -1.21
C 1.82 -2.59 -2.54
O 1.81 -3.35 -3.50
N 1.36 -1.33 -2.64
C 1.20 -0.32 -1.62
H 1.60 -0.64 -0.66
C -0.28 0.04 -1.47
N -0.79 0.51 -2.74
C -0.66 -0.53 -3.74
C 0.81 -0.88 -3.91
H 0.94 -1.68 -4.64
H 1.36 0.01 -4.23
H -1.05 -0.15 -4.69
H -1.22 -1.44 -3.47
C -2.15 1.02 -2.62
C -2.18 2.28 -1.80
C -3.07 2.44 -0.75
C -3.12 3.61 0.01
C -2.24 4.60 -0.33
C -1.33 4.45 -1.38
C -1.29 3.31 -2.13
H -0.59 3.18 -2.94
O -0.57 5.59 -1.50
C -1.03 6.46 -0.49
O -2.07 5.84 0.24
H -1.41 7.39 -0.94
H -0.20 6.70 0.19
H -3.81 3.72 0.82
H -3.75 1.64 -0.51
H -2.51 1.24 -3.63
H -2.83 0.27 -2.18
H -0.38 0.84 -0.73
H -0.84 -0.84 -1.11
H 1.74 0.58 -1.94
H 2.70 -4.12 -1.45
C 1.33 -3.16 -0.08
H 1.21 -4.19 0.28
H 0.36 -2.79 -0.41
H 3.81 -1.44 -1.25
H -0.50 -3.48 1.59
H -1.83 -3.09 3.59
H 0.03 -1.00 7.02
H -1.71 -0.75 7.31
*
```

---

Version C
Formula: C24H27N3O5
Source: the Open Molecules 2025 dataset
Level of theory: ωB97M-V/def2-TZVPD

Output
* SMILES string: COc1ccc(NC(=O)N(Cc2cc3cc(OC)ccc3[nH]c2=O)C[C@H]2CCCO2)cc1
* molecular weight: 437.5 g/mol

The geometry in ORCA input format:
```
! wB97M-V def2-TZVPD RIJCOSX def2/J DEFGRID3
* xyz 0 1
C -5.42 -5.21 -0.25
O -5.61 -4.03 0.50
C -4.69 -3.02 0.35
C -3.58 -3.06 -0.48
C -2.72 -1.98 -0.55
C -2.96 -0.84 0.20
C -4.07 -0.80 1.03
C -4.93 -1.87 1.11
H -5.80 -1.85 1.75
H -4.27 0.08 1.63
N -2.13 0.29 0.18
C -1.08 0.55 -0.65
O -0.70 -0.20 -1.54
N -0.47 1.77 -0.43
C -0.63 2.56 0.77
H -0.71 1.91 1.65
H 0.27 3.17 0.89
C -1.84 3.52 0.77
C -2.05 4.24 -0.57
H -2.36 5.28 -0.39
C -3.20 3.46 -1.21
H -2.82 2.57 -1.71
C -4.00 3.07 0.03
H -4.66 3.90 0.34
H -4.61 2.17 -0.11
O -3.05 2.81 1.04
H -3.78 4.05 -1.91
H -1.15 4.25 -1.18
H -1.68 4.23 1.59
C 0.70 2.05 -1.26
C 1.96 1.46 -0.68
C 2.34 0.19 -0.93
C 3.52 -0.36 -0.36
C 3.94 -1.67 -0.60
C 5.11 -2.16 -0.04
C 5.88 -1.33 0.78
C 5.48 -0.03 1.03
C 4.31 0.46 0.47
N 3.89 1.75 0.70
C 2.74 2.32 0.21
O 2.45 3.47 0.51
H 4.45 2.34 1.31
H 6.08 0.60 1.66
H 6.79 -1.69 1.23
O 5.42 -3.45 -0.35
C 6.60 -4.01 0.20
H 6.63 -5.03 -0.18
H 7.49 -3.47 -0.14
H 6.57 -4.03 1.29
H 3.35 -2.32 -1.23
H 1.72 -0.43 -1.57
H 0.51 1.62 -2.24
H 0.81 3.14 -1.33
H -2.46 1.05 0.76
H -1.86 -2.02 -1.20
H -3.36 -3.93 -1.08
H -5.44 -5.02 -1.32
H -6.25 -5.86 0.02
H -4.48 -5.70 0.01
*
```

---

Unit: eV. Relative energies: version A 22.046; version B 1.010; version C 0.000.

---

Version A
Formula: CHClN2O2S
Source: the Open Molecules 2025 dataset
Level of theory: ωB97M-V/def2-TZVPD

Output
* SMILES string: N#CS(=O)(=O)NCl
* molecular weight: 140.6 g/mol

The geometry in ORCA input format:
```
! wB97M-V def2-TZVPD RIJCOSX def2/J DEFGRID3
* xyz 0 1
C -2.63 -0.28 0.69
N -3.45 -0.57 1.42
N -0.24 -0.46 0.20
O -2.01 -0.22 -1.81
O -1.23 1.70 -0.38
S -1.51 0.35 -0.46
Cl -0.09 -2.08 -0.24
H 0.60 0.06 0.37
*
```

---

Version B
Formula: CHClN2O2S
Source: the Open Molecules 2025 dataset
Level of theory: ωB97M-V/def2-TZVPD

Output
* molecular weight: 140.6 g/mol

The geometry in ORCA input format:
```
! wB97M-V def2-TZVPD RIJCOSX def2/J DEFGRID3
* xyz 0 1
C 1.61 -0.77 0.52
N 2.08 -1.51 1.26
N -1.61 0.00 0.00
O 1.12 0.22 -0.10
O -3.94 -1.15 0.23
S -2.56 -1.24 -0.15
Cl -2.20 1.50 0.56
H 0.34 0.59 0.34
*
```

---

Unit: eV. Relative energies: version A 0.543; version B 0.000.

---

Version A
Formula: C2H6N2O2S
Source: the Open Molecules 2025 dataset
Level of theory: ωB97M-V/def2-TZVPD

Output
* SMILES string: CS/C(=N/O)NO
* molecular weight: 122.1 g/mol

The geometry in ORCA input format:
```
! wB97M-V def2-TZVPD RIJCOSX def2/J DEFGRID3
* xyz 0 1
C 2.48 0.39 0.00
C -0.23 -0.36 -0.01
H 2.15 1.00 0.84
H 3.49 -0.03 0.15
H 2.42 0.97 -0.95
H -1.02 -2.17 0.48
H -2.90 -0.50 -0.13
H -1.92 2.06 -0.30
N -1.27 -1.19 0.45
N -0.44 0.90 -0.24
O -2.43 -1.26 -0.40
O -1.72 1.25 0.19
S 1.40 -1.06 -0.09
*
```

---

Version B
Formula: C2H6N2O2S
Source: the Open Molecules 2025 dataset
Level of theory: ωB97M-V/def2-TZVPD

Output
* molecular weight: 122.1 g/mol

The geometry in ORCA input format:
```
! wB97M-V def2-TZVPD RIJCOSX def2/J DEFGRID3
* xyz 0 1
C 0.23 -1.33 -0.24
C -0.70 -0.10 -0.55
N 1.31 -0.98 0.56
N -2.16 -0.40 -0.87
O -2.96 0.49 -0.76
O -2.40 -1.51 -1.25
S -0.10 1.11 -1.72
H -0.39 -1.95 0.27
H 0.58 -1.70 -1.12
H -0.91 0.84 0.52
H 1.90 -0.15 0.34
H 0.91 -0.90 1.48
H 0.03 0.38 -2.76
*
```

---

Unit: eV. Relative energies: version A 0.000; version B 1.200.